(1)
Here is the molecule C3H6N4 in a non-equilibrium geometry from the OMol25 dataset. Energies are from ωB97M-V/def2-TZVPD.

Values from the calculation:
**ΔE to the lowest compared entry with this formula, charge and spin**: 109.2 kcal/mol
**HOMO-LUMO gap**: 7.76 eV
**Largest force on an atom**: 4.033 eV/A
**Calculated total energy**: -9164.1209 eV
**HOMO**: -0.2586 hartree
**Lowest unoccupied orbital energy**: 0.724 eV

Geometry as ORCA input:
```
! wB97M-V def2-TZVPD RIJCOSX def2/J DEFGRID3
* xyz 0 1
C -0.57342 -0.52799 1.57238
C 0.08478 1.45845 -1.15729
C 0.60197 -1.29348 -0.59513
N -0.93401 1.53981 1.03050
N -0.99192 0.64524 1.96712
N -0.12295 -0.43220 0.25997
N -0.26047 0.90705 -0.03167
H -0.81594 -1.38402 2.17538
H 0.83112 1.05836 -1.77361
H -0.11264 2.59540 -1.09747
H 1.35861 -1.75459 0.01854
H -0.08787 -2.11028 -1.06003
H 1.02275 -0.70175 -1.30870
*
```

Here are the Löwdin charges for atoms 1 to 2, given in e: atom 1 (C): -0.16, atom 2 (C): -0.02

***

(2)
Here is the molecule C3H6N4O in a non-equilibrium geometry from the OMol25 dataset. Energies are from ωB97M-V/def2-TZVPD.

Values from the calculation:
**ΔE to the lowest compared entry with this formula, charge and spin**: 61.4 kcal/mol
**SMILES**: Nc1[nH][nH]c(=O)c1N
**HOMO-LUMO gap**: 8.76 eV
**Largest force on an atom**: 3.226 eV/A
**Calculated total energy**: -11214.1151 eV
**HOMO**: -0.2980 hartree
**Lowest unoccupied orbital energy**: 0.647 eV

Geometry as ORCA input:
```
! wB97M-V def2-TZVPD RIJCOSX def2/J DEFGRID3
* xyz 0 1
N -0.71517 -1.63749 0.79934
C -0.55469 -0.44893 0.14571
N -1.63703 0.38991 -0.07233
N -0.94482 1.57516 0.38677
C 0.67674 1.43190 -0.20689
O 1.38206 2.38312 -0.36066
C 0.68676 0.03671 -0.30363
N 1.76636 -0.74154 -0.77447
H 0.05156 -2.28851 0.72689
H -1.64939 -2.01070 0.86062
H -2.44741 0.19550 0.51221
H -1.29160 2.38757 -0.11581
H 2.24307 -0.28237 -1.54237
H 2.43356 -0.99034 -0.05539
*
```

Here are the Löwdin charges for atoms 1 to 2, given in e: atom 1 (N): 0.18, atom 2 (C): -0.32

***

(3)
Here is the molecule C3H6N4O in a non-equilibrium geometry from the OMol25 dataset. Energies are from ωB97M-V/def2-TZVPD.

Values from the calculation:
**ΔE to the lowest compared entry with this formula, charge and spin**: 166.1 kcal/mol
**SMILES**: NNC1=NCC=NO1
**HOMO-LUMO gap**: 9.49 eV
**Largest force on an atom**: 6.804 eV/A
**Calculated total energy**: -11209.5755 eV
**HOMO**: -0.3227 hartree
**Lowest unoccupied orbital energy**: 0.704 eV

Geometry as ORCA input:
```
! wB97M-V def2-TZVPD RIJCOSX def2/J DEFGRID3
* xyz 0 1
N 1.99347 1.90614 -0.40137
N 1.40522 0.72872 -0.99237
C 0.45376 -0.00600 -0.46890
N 0.20320 -1.31827 -0.87189
C -1.20325 -1.64126 -0.04569
C -1.62677 -0.62429 1.06655
N -1.14651 0.42390 1.44151
O -0.19259 0.94076 0.37504
H 1.31153 2.78990 0.10773
H 2.72433 1.65249 0.42014
H 1.98298 0.60892 -1.77523
H -1.27709 -2.89275 0.27881
H -2.10026 -1.68337 -0.73979
H -2.52802 -0.88489 1.60545
*
```

Here are the Löwdin charges for atoms 1 to 2, given in e: atom 1 (N): -0.06, atom 2 (N): -0.04

***

(4)
Here is the molecule C3H6N4O in a non-equilibrium geometry from the OMol25 dataset. Energies are from ωB97M-V/def2-TZVPD.

Values from the calculation:
**ΔE to the lowest compared entry with this formula, charge and spin**: 118.8 kcal/mol
**SMILES**: [H]/N=c1/ncn(NC)o1
**HOMO-LUMO gap**: 9.75 eV
**Largest force on an atom**: 8.599 eV/A
**Calculated total energy**: -11211.6246 eV
**HOMO**: -0.3455 hartree
**Lowest unoccupied orbital energy**: 0.345 eV

Geometry as ORCA input:
```
! wB97M-V def2-TZVPD RIJCOSX def2/J DEFGRID3
* xyz 0 1
H -2.40781 -1.98889 -0.23913
N -2.48823 -1.03745 0.27303
C -1.44569 -0.36082 0.09117
N -1.46832 1.13476 0.05535
C -0.25934 1.52815 -0.19266
N 0.64093 0.46095 -0.33918
N 1.78024 0.31890 0.51457
C 2.50252 -0.74522 -0.10586
O -0.20317 -0.72704 -0.36049
H 0.22720 2.47084 -0.04103
H 1.72201 0.11561 1.55251
H 1.90155 -1.73944 -0.27522
H 3.34173 -1.16528 0.59604
H 2.80342 -0.54939 -0.99165
*
```

Here are the Löwdin charges for atoms 1 to 2, given in e: atom 1 (H): 0.10, atom 2 (N): 0.13

***

(5)
Here is the molecule C3H6N4O in a non-equilibrium geometry from the OMol25 dataset. Energies are from ωB97M-V/def2-TZVPD.

Values from the calculation:
**ΔE to the lowest compared entry with this formula, charge and spin**: 145.5 kcal/mol
**SMILES**: [H]/N=c1/ncn(OC)[nH]1
**HOMO-LUMO gap**: 10.32 eV
**Largest force on an atom**: 7.121 eV/A
**Calculated total energy**: -11210.4668 eV
**HOMO**: -0.3542 hartree
**Lowest unoccupied orbital energy**: 0.680 eV

Geometry as ORCA input:
```
! wB97M-V def2-TZVPD RIJCOSX def2/J DEFGRID3
* xyz 0 1
H 1.42056 1.77007 2.32382
N 0.90756 1.03817 2.65645
C 0.49552 0.42813 1.64480
N -0.31980 -0.82554 1.54053
C -0.22977 -1.22520 0.39338
N 0.59557 -0.70669 -0.41598
O 0.03068 -0.70239 -1.60568
C -1.12716 0.04654 -1.70040
N 0.87743 0.78623 0.13858
H -0.72352 -2.24356 0.23559
H -1.88392 -0.25019 -1.04465
H -0.83243 1.10518 -1.65866
H -1.22188 -0.17200 -2.72463
H 2.01115 0.95123 0.21685
*
```

Here are the Löwdin charges for atoms 1 to 2, given in e: atom 1 (H): 0.00, atom 2 (N): 0.15

***

(6)
Here is the molecule C3H6N4O in a non-equilibrium geometry from the OMol25 dataset. Energies are from ωB97M-V/def2-TZVPD.

Values from the calculation:
**ΔE to the lowest compared entry with this formula, charge and spin**: 112.8 kcal/mol
**SMILES**: N/N=c1/cc[nH]n1O
**HOMO-LUMO gap**: 8.62 eV
**Largest force on an atom**: 2.848 eV/A
**Calculated total energy**: -11211.8836 eV
**HOMO**: -0.2905 hartree
**Lowest unoccupied orbital energy**: 0.716 eV

Geometry as ORCA input:
```
! wB97M-V def2-TZVPD RIJCOSX def2/J DEFGRID3
* xyz 0 1
N 2.25687 -0.06033 -0.15165
N 1.40360 1.01106 0.13825
C 0.20141 0.71137 -0.07907
C -1.03318 1.30466 0.24227
C -2.00645 0.34650 0.09081
N -1.46601 -0.76554 -0.50353
N -0.03739 -0.67278 -0.46589
O 0.25284 -1.44834 0.78222
H 1.92582 -0.45576 -1.06407
H 3.23219 0.30757 -0.35482
H -1.13530 2.28931 0.65618
H -3.04865 0.49976 0.19890
H -1.75123 -1.69421 -0.26931
H 1.20549 -1.37326 0.77969
*
```

Here are the Löwdin charges for atoms 1 to 2, given in e: atom 1 (N): -0.05, atom 2 (N): 0.03

***

(7)
Here is a structure of composition C3H6N4O2 in a non-equilibrium geometry from the OMol25 dataset. Energies are from ωB97M-V/def2-TZVPD.

Values from the calculation:
**ΔE to the lowest compared entry with this formula, charge and spin**: 139.7 kcal/mol
**HOMO-LUMO gap (spin up / spin down)**: 8.19 / 8.19 eV
**Largest force on an atom**: 8.084 eV/A
**Calculated total energy**: -13258.2117 eV
**HOMO (spin up / spin down)**: -0.2998 / -0.2998 hartree
**Lowest unoccupied orbital energy (spin up / spin down)**: 0.031 / 0.031 eV

Geometry as ORCA input:
```
! wB97M-V def2-TZVPD RIJCOSX def2/J DEFGRID3
* xyz 0 1
C -0.58067 -1.26568 0.90605
C 0.77639 0.40214 0.13704
C -0.26406 -0.33803 -0.35996
N 1.08664 1.02564 1.30412
N -0.37312 -1.03350 -1.56046
O -0.89743 -0.63537 2.05623
N 0.12819 1.48940 -0.90520
N 0.53627 1.56597 -2.07964
O -0.70762 -2.46902 0.79597
H -1.27424 -1.34317 2.61607
H 0.80812 0.55357 2.15942
H 0.91324 2.02609 1.31059
H -0.04218 -1.99212 -1.48706
H -0.36403 -0.44546 -2.38854
H 0.25450 2.45954 -2.50463
*
```

Here are the Löwdin charges for atoms 1 to 2, given in e: atom 1 (C): -0.45, atom 2 (C): -0.19

***

(8)
Here is the molecule C3H6N4S in a non-equilibrium geometry from the OMol25 dataset. Energies are from ωB97M-V/def2-TZVPD.

Values from the calculation:
**ΔE to the lowest compared entry with this formula, charge and spin**: 92.2 kcal/mol
**SMILES**: [H]/N=C(/N)N(C=S)N=C
**HOMO-LUMO gap**: 8.31 eV
**Largest force on an atom**: 6.794 eV/A
**Calculated total energy**: -20000.3377 eV
**HOMO**: -0.3122 hartree
**Lowest unoccupied orbital energy**: -0.188 eV

Geometry as ORCA input:
```
! wB97M-V def2-TZVPD RIJCOSX def2/J DEFGRID3
* xyz 0 1
H -0.27808 -0.27035 2.52203
N -0.80183 0.52874 2.11409
C -0.46499 0.73596 0.87592
N -1.02943 1.71871 0.21988
N 0.36167 -0.08942 0.01655
C 1.31455 -0.78368 0.61530
S 2.78705 -1.37265 -0.18808
N 0.24805 0.21828 -1.40360
C 0.00507 -0.91114 -1.99621
H -2.05676 2.08084 0.79947
H -0.92726 1.93735 -0.78171
H 1.13933 -1.02318 1.73940
H -0.06475 -0.86386 -2.98970
H -0.23262 -1.90560 -1.54333
*
```

Here are the Löwdin charges for atoms 1 to 2, given in e: atom 1 (H): 0.03, atom 2 (N): 0.09

***

(9)
Here is the molecule C3H6N4S in a non-equilibrium geometry from the OMol25 dataset. Energies are from ωB97M-V/def2-TZVPD.

Values from the calculation:
**ΔE to the lowest compared entry with this formula, charge and spin**: 66.9 kcal/mol
**SMILES**: [H]/N=C\N/N=C\C=N/S
**HOMO-LUMO gap**: 9.25 eV
**Largest force on an atom**: 1.877 eV/A
**Calculated total energy**: -20001.4358 eV
**HOMO**: -0.3400 hartree
**Lowest unoccupied orbital energy**: -0.004 eV

Geometry as ORCA input:
```
! wB97M-V def2-TZVPD RIJCOSX def2/J DEFGRID3
* xyz 0 1
H -2.75047 0.08567 -0.95623
N -3.01813 -0.68726 -0.29194
C -1.98902 -0.93820 0.43537
N -0.73399 -0.34764 0.37811
N -0.52279 0.66791 -0.46238
C 0.64085 1.25623 -0.48253
C 1.80441 0.97635 0.38281
N 2.44201 -0.10844 0.51287
S 2.16616 -1.51731 -0.36737
H -2.03414 -1.70915 1.20046
H -0.02893 -0.58042 1.03819
H 0.68897 2.10262 -1.14319
H 2.10406 1.83207 0.95279
H 1.23101 -1.03243 -1.19696
*
```

Here are the Löwdin charges for atoms 1 to 2, given in e: atom 1 (H): 0.05, atom 2 (N): 0.07